114
Properties=species:S:1:pos:R:3:forces:R:3:lowdin_spin:R:1 method="wB97M-V/def2-TZVPD" orbital_gap_ev="6.0 / 5.9" multiplicity=4 charge=-1 de_lowest_kcal_mol=20.3
Mo 0.347007 0.635653 0.448646 0.1833 0.7072 0.3742 2.031
C 4.146207 5.372653 -2.321854 -0.4229 -0.0346 0.6103 0.000
Si 3.192707 5.059953 -0.689954 0.4000 0.3875 -0.0067 -0.001
C 4.096407 5.984153 0.730146 -0.3239 -0.3401 -0.5423 0.000
C 1.388707 5.616653 -0.774554 0.5902 -0.2633 0.0229 0.000
C 3.407107 3.222653 -0.233554 -0.1278 0.4933 0.0228 0.001
C 4.566107 2.753353 0.375146 -0.3108 -0.1538 -0.1364 0.019
C 4.628607 1.469653 0.904946 -0.0176 -0.1031 -0.0867 0.001
C 3.477607 0.712253 0.928146 0.3211 -0.1094 0.1175 0.016
N 2.353507 1.133553 0.354446 1.5946 0.2855 -0.0991 0.013
C 2.346507 2.322353 -0.290854 -0.2830 -0.3407 -0.1967 0.028
S 0.835907 2.483153 -1.104154 -0.5112 -0.0802 0.1059 0.008
H 4.294007 6.436053 -2.476154 0.0051 0.2911 -0.0318 0.000
H 3.598607 4.991453 -3.177054 -0.1611 -0.1329 -0.1523 0.000
H 5.125907 4.903453 -2.316354 0.1575 -0.1290 0.1018 0.000
H 3.930807 7.055153 0.666146 -0.0761 0.2186 -0.0847 0.000
H 5.172007 5.824153 0.718546 0.1590 -0.0873 -0.0466 0.000
H 3.720507 5.651153 1.694146 -0.0942 -0.0880 0.1266 0.000
H 1.300107 6.699253 -0.741454 0.1687 0.2322 0.0142 0.000
H 0.820107 5.219353 0.065146 -0.0457 -0.0600 0.0568 0.000
H 0.893407 5.273953 -1.678454 -0.0648 -0.0469 -0.0603 0.000
H 5.429407 3.396953 0.439446 0.1770 0.1162 0.0481 0.001
H 5.534307 1.079153 1.339546 0.0499 -0.0105 0.1061 0.000
H 3.440607 -0.254747 1.401846 0.0425 -0.0028 0.1246 0.001
C -3.334993 -1.583647 -2.769054 0.0241 0.2712 -0.0644 0.000
C -3.070993 -0.110647 -2.435454 0.1919 -0.1534 -0.0539 0.001
C -1.623393 0.288953 -2.691954 -0.1283 0.0956 0.0988 0.008
C -3.605793 0.270853 -1.066154 -0.0215 0.1376 0.0432 0.003
C -4.944593 0.644953 -1.060754 -0.0045 -0.0501 0.0619 0.001
C -5.573493 1.122353 0.069446 -0.0069 -0.1514 0.0539 0.000
C -4.839593 1.273853 1.226446 0.0242 -0.1266 -0.1276 0.000
C -3.503393 0.902253 1.280746 0.2155 -0.1277 0.0086 0.002
C -2.766893 1.124753 2.579646 0.0954 0.0474 0.1141 0.003
C -3.379993 0.295453 3.713546 0.2637 0.0771 -0.1856 0.001
C -2.770693 2.615353 2.931546 0.2599 -0.0373 -0.1413 0.000
C -2.891193 0.352653 0.143446 -1.2567 0.4733 0.0675 0.016
N -1.570693 -0.172947 0.237046 -0.4334 -1.3024 -0.1456 0.122
C -1.515093 -1.497047 0.211546 0.4102 1.0681 -0.1070 0.134
C -0.229593 -2.109147 -0.039054 0.4673 0.9149 -0.1708 0.180
N 0.821307 -1.298747 -0.179454 -1.0328 -0.6538 0.0941 0.073
C 2.091507 -1.938047 -0.254954 0.9936 -0.4130 0.0927 0.008
C 2.602707 -2.582247 0.896446 -0.1764 0.1489 -0.1061 0.000
C 3.877107 -3.134147 0.849746 0.0920 -0.0636 -0.1463 0.001
C 4.657007 -3.067647 -0.283854 -0.0255 -0.0764 0.0634 -0.002
C 4.129207 -2.491847 -1.417854 -0.0135 -0.0326 0.0212 0.001
C 2.848507 -1.952347 -1.441854 0.0396 -0.0219 -0.1730 0.000
C 2.364707 -1.518447 -2.809854 -0.1485 0.1900 -0.0954 0.001
C 1.143707 -2.327547 -3.250654 0.2346 0.0678 -0.0035 0.000
C 2.146607 -0.014447 -2.908254 -0.1095 -0.2857 0.1210 0.006
C 1.859107 -2.751947 2.205946 -0.1630 -0.0942 0.2746 0.002
C 1.646407 -4.242547 2.501746 -0.0767 0.1373 -0.0928 0.001
C 2.620607 -2.116447 3.376446 -0.2540 0.1600 -0.1956 0.000
C -0.423693 -3.525647 -0.235254 0.0767 -1.0400 -0.2377 0.007
C 0.363007 -4.593647 -0.635654 -0.2146 0.8732 0.1129 0.035
C -0.244793 -5.845847 -0.791554 -0.2598 -0.4647 -0.0074 -0.004
C -1.580593 -6.070147 -0.546754 0.1491 0.0527 -0.0171 0.042
C -2.419893 -5.004347 -0.151754 0.1734 0.3495 0.0755 0.009
C -3.806293 -5.047047 0.117446 -0.1781 0.2056 0.0736 0.024
C -4.477693 -3.898647 0.473646 -0.1615 -0.5883 -0.0471 -0.006
C -3.861893 -2.640647 0.551446 0.8147 0.4494 -0.1021 0.018
C -2.509193 -2.554247 0.278246 -0.8793 -0.6999 0.2140 0.007
C -1.810393 -3.755547 -0.023254 0.0687 0.2364 0.0007 0.060
H -3.099093 -1.779047 -3.813054 0.0490 -0.0430 -0.1534 0.000
H -4.382093 -1.825447 -2.602454 -0.1396 -0.0978 0.0207 0.000
H -2.737393 -2.250647 -2.156454 0.1336 -0.1261 0.0236 0.001
H -3.666193 0.482753 -3.138154 0.0279 -0.0204 0.1294 0.000
H -0.919693 -0.368347 -2.178254 0.0271 0.0430 -0.1044 0.004
H -1.466293 1.319553 -2.370554 0.0695 -0.0570 -0.0026 0.002
H -1.419993 0.242953 -3.759054 0.1120 -0.0788 -0.1565 0.001
H -5.493693 0.585453 -1.990154 -0.0301 0.0345 -0.1058 0.000
H -6.618193 1.394153 0.038446 -0.0707 0.1044 -0.0151 0.000
H -5.300293 1.701453 2.103146 -0.0353 0.0507 0.1035 0.000
H -1.723993 0.810753 2.460246 -0.3544 -0.0009 0.0446 0.002
H -4.403393 0.613553 3.908546 -0.1030 -0.0175 0.0240 0.000
H -2.795893 0.433853 4.620746 0.0613 -0.0123 0.0963 0.000
H -3.385793 -0.763547 3.455246 -0.0340 -0.1295 0.0468 0.000
H -3.769893 2.960953 3.187946 -0.1646 0.0127 0.0136 0.000
H -2.415793 3.200553 2.083246 -0.0009 0.0454 0.0638 0.000
H -2.109493 2.789053 3.777746 0.0238 0.0114 0.0638 0.000
H 4.263307 -3.644547 1.718346 0.0182 0.0239 0.1401 0.000
H 5.645407 -3.501347 -0.299054 0.1274 -0.0111 0.0242 0.000
H 4.711407 -2.480647 -2.327654 0.0273 0.0163 -0.1073 0.000
H 3.170207 -1.762847 -3.512754 -0.0222 -0.0586 0.1522 0.000
H 0.307307 -2.192047 -2.572454 -0.1293 0.0282 -0.0263 0.000
H 1.391907 -3.388047 -3.282154 -0.0562 -0.1037 -0.0158 0.000
H 0.833907 -2.016647 -4.245554 -0.0998 0.0310 -0.1199 0.000
H 1.251907 0.283753 -2.363654 0.1691 0.0631 -0.1568 0.005
H 2.037307 0.286653 -3.947354 -0.1005 0.0662 -0.1295 0.001
H 3.002907 0.511753 -2.487454 -0.0129 0.1379 0.0281 0.000
H 0.879007 -2.272847 2.155946 0.1991 -0.0406 0.0071 0.002
H 2.603307 -4.751747 2.599246 0.0646 -0.1333 0.0397 0.000
H 1.072107 -4.726147 1.713746 0.0359 -0.0923 0.0713 0.000
H 1.105807 -4.354947 3.439646 -0.0517 -0.0249 0.0837 0.000
H 3.643007 -2.484647 3.431946 0.0951 -0.0787 0.0661 0.000
H 2.110207 -2.361947 4.305146 -0.0091 -0.0121 0.1372 0.000
H 2.637107 -1.031947 3.297846 0.0924 0.0369 0.0091 0.000
H 1.418707 -4.480347 -0.832854 0.0650 0.0268 0.0240 0.002
H 0.372407 -6.672547 -1.110154 0.0503 -0.1053 -0.0186 -0.001
H -1.996593 -7.059347 -0.664254 -0.0279 -0.1358 -0.0355 0.003
H -4.336693 -5.984947 0.043446 -0.0761 -0.0982 0.0015 0.002
H -5.535293 -3.957347 0.689546 -0.0629 -0.0261 -0.0071 -0.001
H -4.449393 -1.772447 0.805246 -0.0353 0.1743 -0.0203 0.001
O 0.021607 1.651353 4.430346 -1.2988 0.1884 1.1846 0.002
Se 0.832307 1.385253 3.111246 0.4660 0.1608 1.5695 0.005
O 2.391307 1.504553 3.332946 1.7151 0.0590 0.0345 0.000
O 0.352207 2.282953 1.812046 -0.6973 0.0072 -1.2616 0.048
O 0.491107 -0.119847 2.450546 -0.2649 -0.3012 -1.3832 0.045
F -1.856893 2.888153 -0.344554 -0.3825 0.6916 -0.4700 0.009
As -2.702293 4.217653 -1.164354 -0.7679 0.3498 -0.4913 0.000
F -1.364093 4.450953 -2.279754 -0.3575 -0.1497 0.4853 0.000
F -3.379593 3.061853 -2.327354 0.2828 0.3804 0.5752 0.000
F -2.000393 5.371653 -0.058254 -0.1623 -0.4755 -0.2608 0.000
F -4.077093 3.963353 -0.098654 0.6151 0.0613 -0.3534 0.000
F -3.603093 5.522153 -1.959154 0.5601 -0.6967 0.3720 0.000